Below is 2 unconnected molecules or ions with the total composition C2H2BrN3 at a distorted geometry, with properties calculated with the ωB97M-V functional and the def2-TZVPD basis.

Computed properties:
Energy in eV: -76617.1794
SMILES: N#CN=C=N.Br
Frontier orbital gap in Ha: 0.383
LUMO energy in eV: 0.023
Total charge: 0

XYZ file:
```
8
Properties=species:S:1:pos:R:3:forces:R:3:mulliken_charge:R:1
N 1.313215 -3.204304 0.097792 -0.3 0.7 -0.3 -0.407
C 1.033799 -2.115959 -0.184887 0.3 -0.2 0.5 0.442
N 0.737725 -0.877119 -0.551687 -0.7 -0.1 0.1 -0.407
C 0.918695 0.246028 -0.078214 0.2 -3.3 -1.1 0.346
N 1.359397 1.322756 0.039530 -0.1 5.9 2.3 -0.324
H 1.064701 2.233745 0.578963 0.7 -2.9 -1.5 0.348
Br -2.493261 1.313922 -0.155581 -1.9 -0.3 0.5 -0.234
H -3.934269 1.080931 0.254086 1.9 0.3 -0.5 0.235
```
Positions in Å, forces in eV/Å.

=====

Below is a molecular structure, C2H2BrNO2 at a distorted geometry, with properties calculated with the ωB97M-V functional and the def2-TZVPD basis.

Computed properties:
Energy in eV: -77727.7463
Frontier orbital gap in Ha: 0.308
LUMO energy in eV: -2.397
Total charge: 0

XYZ file:
```
8
Properties=species:S:1:pos:R:3:forces:R:3:mulliken_charge:R:1
C -0.796870 -0.481310 0.813840 -0.9 -1.4 1.4 -0.262
C -0.213068 0.108241 -0.157170 -2.9 3.3 -2.8 0.006
N 1.116727 0.047777 -0.457528 3.4 0.0 -1.8 0.832
O 1.741470 -0.180931 0.534469 1.6 -0.5 2.3 -0.509
O 1.643862 0.148821 -1.542639 -1.3 0.3 -0.6 -0.495
Br -1.297486 1.867652 -1.584300 1.4 -2.6 2.0 -0.136
H -1.830123 -0.288160 0.863456 -1.2 0.1 0.4 0.275
H -0.364512 -1.222089 1.529872 -0.1 0.9 -0.9 0.288
```
Positions in Å, forces in eV/Å.

=====

Below is a molecular structure, C2H2BrO3S at a distorted geometry, with properties calculated with the ωB97M-V functional and the def2-TZVPD basis.

Computed properties:
Energy in eV: -89121.3913
Frontier orbital gap in Ha: 0.261
LUMO energy in eV: 3.585
Total charge: -1

XYZ file:
```
9
Properties=species:S:1:pos:R:3:forces:R:3:mulliken_charge:R:1
C 0.696099 0.536811 -0.612362 -1.8 1.0 0.0 -0.107
C -0.778677 1.670315 0.474399 2.8 0.0 0.4 -0.345
O 0.302123 -2.065315 -0.861889 -0.1 -0.1 0.4 -0.610
O -0.309469 -1.259100 1.403026 1.2 1.0 -1.8 -0.538
O 1.800348 -0.127264 0.059912 -1.3 -0.9 0.6 -0.437
S 0.211477 -0.948907 0.060298 1.7 -1.7 0.5 0.922
Br -2.160316 0.587702 -0.244672 -1.7 -0.4 -0.6 -0.210
H 0.815589 0.428474 -1.790082 -0.7 0.7 2.3 0.175
H -0.577175 1.177285 1.511370 -0.1 0.4 -1.7 0.149
```
Positions in Å, forces in eV/Å.

=====

Below is a molecular structure, C2H2CaO2 at a distorted geometry, with properties calculated with the ωB97M-V functional and the def2-TZVPD basis.

Computed properties:
Energy in eV: -24636.5148
Frontier orbital gap in Ha: 0.174
LUMO energy in eV: -1.392
Total charge: 0

XYZ file:
```
7
Properties=species:S:1:pos:R:3:forces:R:3:mulliken_charge:R:1
H 0.782841 0.963823 -0.937515 -1.5 0.0 0.6 0.231
O -1.356855 0.213882 0.015757 0.0 1.8 -0.2 -0.944
C -0.078899 0.717841 0.074297 1.3 -0.8 -0.2 0.142
C 1.044773 -0.207478 -0.011048 1.0 0.7 1.3 -0.664
O 0.730026 -1.473312 -0.135797 0.5 -0.1 -0.9 -0.605
H 0.118584 1.532083 0.796888 -0.1 0.1 -0.8 0.403
Ca -1.240470 -1.746840 0.197417 -1.2 -1.6 0.3 1.436
```
Positions in Å, forces in eV/Å.

=====

Below is a molecular structure, C2H2CaO3 at a distorted geometry, with properties calculated with the ωB97M-V functional and the def2-TZVPD basis.

Computed properties:
Energy in eV: -26682.4315
Frontier orbital gap (alpha / beta) in Ha: 0.174 / 0.140
LUMO energy (alpha / beta) in eV: -1.208 / -1.364
Total charge: 0

XYZ file:
```
8
Properties=species:S:1:pos:R:3:forces:R:3:mulliken_charge:R:1
C 0.031177 -0.405033 -1.474321 0.5 0.6 0.7 -0.839
Ca 1.439860 -2.010727 -1.766547 0.1 -0.3 -0.1 0.906
H 0.314348 0.612926 -1.789977 -0.4 -0.1 -0.2 0.240
O 1.061179 1.040817 0.705348 -1.2 0.4 -0.3 -0.568
C -0.057643 0.555663 0.740125 2.8 -0.6 1.0 0.784
O -0.560912 -0.258328 -0.136192 -1.4 -0.5 -1.1 -0.402
O -0.761265 0.561331 1.885810 -0.4 0.3 0.3 -0.461
H -1.466744 -0.096649 1.835753 -0.1 0.2 -0.2 0.340
```
Positions in Å, forces in eV/Å.

=====

Below is a molecular structure, C2H2Cl2F3OP at a distorted geometry, with properties calculated with the ωB97M-V functional and the def2-TZVPD basis.

Computed properties:
Energy in eV: -46637.5146
Frontier orbital gap (alpha / beta) in Ha: 0.286 / 0.233
LUMO energy (alpha / beta) in eV: -2.940 / -3.499
Total charge: 0

XYZ file:
```
11
Properties=species:S:1:pos:R:3:forces:R:3:mulliken_charge:R:1
C 1.271105 -1.131968 -0.158809 1.6 -1.1 -1.3 -0.304
C -1.285342 0.606203 0.461312 0.7 0.7 0.1 0.677
O -0.428126 0.003510 -2.030695 1.3 0.8 1.0 -0.540
F -1.079482 0.409269 1.764823 0.2 0.4 -0.4 -0.209
F -1.602364 1.889523 0.219442 0.0 -0.7 0.4 -0.176
F -2.278450 -0.170124 0.079614 -0.4 0.0 -0.2 -0.147
P 0.235718 0.268236 -0.720302 -1.1 0.7 -0.9 0.487
Cl -0.086054 -2.095908 0.344725 -0.8 -1.3 1.5 -0.097
Cl 1.571662 2.969963 0.444188 -0.6 -1.5 -0.7 -0.321
H 2.055807 -0.892936 0.604752 -0.9 -0.4 -0.6 0.345
H 1.625527 -1.855768 -1.009051 0.1 2.4 1.2 0.285
```
Positions in Å, forces in eV/Å.

=====

Below is a molecular structure, C2H2Cl2I2 at a distorted geometry, with properties calculated with the ωB97M-V functional and the def2-TZVPD basis.

Computed properties:
Energy in eV: -43348.7065
Frontier orbital gap in Ha: 0.278
LUMO energy in eV: -1.116
Total charge: 0

XYZ file:
```
8
Properties=species:S:1:pos:R:3:forces:R:3:mulliken_charge:R:1
C 0.843566 0.007519 -0.670749 -1.9 -0.1 0.8 -0.592
C 0.372745 -3.936528 0.726494 0.8 1.4 1.3 -0.053
Cl 1.436540 -0.703221 0.884503 -0.4 1.1 -0.5 -0.115
Cl -0.189342 -5.152533 -0.176975 -0.7 -1.6 -1.1 -0.002
I 0.485978 -4.451824 2.779264 0.0 0.0 -0.1 0.034
I -0.248479 -1.588211 -1.649842 0.3 0.8 -0.3 0.095
H 0.172279 0.929730 -0.686754 0.6 -1.5 1.0 0.315
H 1.691975 0.328064 -1.184719 1.4 -0.2 -1.1 0.318
```
Positions in Å, forces in eV/Å.

=====

Below is 2 unconnected molecules or ions with the total composition C2H2Cl2I2 at a distorted geometry, with properties calculated with the ωB97M-V functional and the def2-TZVPD basis.

Computed properties:
Energy in eV: -43349.4689
Frontier orbital gap (alpha / beta) in Ha: 0.295 / 0.295
LUMO energy (alpha / beta) in eV: -0.881 / -0.880
Total charge: 0

XYZ file:
```
8
Properties=species:S:1:pos:R:3:forces:R:3:mulliken_charge:R:1
C -0.367436 -0.963616 -1.442227 -3.2 -1.2 4.5 -0.426
C -2.578849 -0.304536 -1.068724 3.3 -0.2 1.4 -0.402
Cl 0.559567 -0.267306 -0.142481 -0.3 -0.1 -0.6 -0.084
Cl -3.479536 -0.535257 -2.475447 -0.4 -0.1 -0.5 -0.074
I -3.261731 -1.380761 0.700860 0.2 -0.1 -0.8 0.152
I -2.299910 1.723591 -0.359488 -0.2 -0.3 -0.6 0.147
H -0.136633 -0.606970 -2.363149 0.5 1.0 -2.6 0.371
H -0.503061 -2.047492 -1.235533 0.0 1.0 -0.6 0.316
```
Positions in Å, forces in eV/Å.

=====

Below is 2 unconnected molecules or ions with the total composition C2H2Cl2N2S at a distorted geometry, with properties calculated with the ωB97M-V functional and the def2-TZVPD basis.

Computed properties:
Energy in eV: -40961.3207
SMILES: [S-]/[NH+]=N\Cl.C#CCl
Frontier orbital gap in Ha: 0.311
LUMO energy in eV: -0.710
Total charge: 0

XYZ file:
```
9
Properties=species:S:1:pos:R:3:forces:R:3:mulliken_charge:R:1
S -0.962434 -2.281344 1.403985 -0.1 -0.3 -0.2 -0.172
N -0.615983 -0.694030 1.175434 -1.1 -0.2 1.0 -0.003
N 0.469040 -0.059726 1.234356 -0.2 1.0 0.0 -0.101
Cl 1.833956 -0.998857 1.532901 -0.2 -0.2 -0.1 -0.039
H -1.489065 -0.095327 1.181243 1.6 -0.3 -0.5 0.309
C 0.210359 1.638055 -1.160382 1.1 0.8 1.7 -0.115
C 0.076951 0.813653 -2.008886 -0.4 -1.5 -1.3 -0.115
Cl -0.150079 -0.437209 -3.097859 0.1 0.9 0.5 -0.127
H 0.627256 2.114786 -0.260790 -0.8 -0.1 -1.1 0.363
```
Positions in Å, forces in eV/Å.

=====

Below is 2 unconnected molecules or ions with the total composition C2H2Cl2O3 at a distorted geometry, with properties calculated with the ωB97M-V functional and the def2-TZVPD basis.

Computed properties:
Energy in eV: -33291.6769
Frontier orbital gap in Ha: 0.338
LUMO energy in eV: 0.043
Total charge: 0

XYZ file:
```
9
Properties=species:S:1:pos:R:3:forces:R:3:mulliken_charge:R:1
C 0.475485 -2.257574 -0.876168 0.1 2.0 1.8 0.458
C 0.673558 -0.073098 -0.639400 0.4 -3.9 -1.6 0.381
O 0.496832 -3.121803 -0.071116 0.0 1.2 -1.0 -0.368
O 0.403358 0.390393 -1.904815 -1.0 0.7 2.7 -0.434
O -0.166797 0.224945 0.350883 0.8 -2.7 -0.7 -0.373
Cl 0.278337 -2.510889 -2.610184 0.0 -0.3 -0.6 -0.190
Cl 2.411214 0.013651 -0.219076 -0.3 0.3 0.0 -0.133
H 0.963897 -0.044368 -2.527639 0.8 -0.6 -0.7 0.339
H -0.337762 1.122453 0.348925 -0.8 3.3 0.1 0.320
```
Positions in Å, forces in eV/Å.